Entry 1:
ORCA calculation (ωB97M-V/def2-TZVPD) on a structure of composition C50H64ClFGe2N3O5RbSi3 at a distorted geometry.

Geometry as ORCA input:
```
! RIJCOSX wB97M-V def2-TZVPD def2/J DEFGRID3
* xyz 0 1
Rb -0.542 -0.540 0.078
C 1.136 6.466 -3.390
C -0.008 5.796 -2.632
N 0.048 4.339 -2.662
C 0.607 3.687 -1.606
C 0.671 2.341 -1.478
C 1.414 1.819 -0.283
O 1.613 2.569 0.667
O 1.866 0.609 -0.374
C 0.051 1.481 -2.469
O -0.036 0.270 -2.378
C -0.517 2.203 -3.617
C -1.114 1.452 -4.629
C -1.647 2.088 -5.714
F -2.277 1.363 -6.666
C -1.573 3.468 -5.872
C -0.997 4.221 -4.857
C -0.490 3.605 -3.711
N -2.046 4.144 -7.042
C -3.441 4.549 -7.008
C -3.669 5.599 -8.086
N -3.306 4.998 -9.412
C -1.876 4.545 -9.423
C -1.712 3.519 -8.313
H 1.026 7.549 -3.327
H 1.148 6.180 -4.443
H 2.095 6.188 -2.954
H -0.973 6.120 -3.023
H 0.036 6.099 -1.588
H 1.020 4.311 -0.824
H -1.165 0.373 -4.514
H -0.944 5.291 -4.997
H -3.675 4.977 -6.036
H -4.127 3.700 -7.175
H -3.014 6.452 -7.921
H -4.704 5.933 -8.119
H -3.494 5.649 -10.173
H -3.894 4.172 -9.554
H -1.245 5.414 -9.247
H -1.647 4.114 -10.396
H -0.680 3.174 -8.281
H -2.346 2.649 -8.542
C 1.943 -7.230 -3.035
C 2.108 -5.970 -3.596
C 1.379 -4.895 -3.105
C 0.458 -5.049 -2.066
C 0.313 -6.322 -1.515
C 1.045 -7.404 -1.992
Ge -0.500 -3.406 -1.370
C -1.805 -3.104 -2.882
C -2.803 -2.140 -2.703
C -3.688 -1.806 -3.718
C -3.590 -2.426 -4.958
C -2.610 -3.389 -5.160
C -1.734 -3.722 -4.132
C -1.743 -4.264 -0.030
C -2.988 -4.795 -0.373
C -3.818 -5.362 0.586
C -3.421 -5.407 1.915
C -2.187 -4.884 2.277
C -1.363 -4.321 1.312
H 2.524 -8.066 -3.409
H 2.815 -5.831 -4.407
H 1.528 -3.906 -3.532
H -0.388 -6.467 -0.700
H 0.911 -8.388 -1.556
H -2.896 -1.655 -1.734
H -4.463 -1.066 -3.543
H -4.274 -2.162 -5.757
H -2.534 -3.890 -6.119
H -0.982 -4.484 -4.301
H -3.312 -4.759 -1.407
H -4.776 -5.779 0.294
H -4.070 -5.839 2.667
H -1.871 -4.909 3.314
H -0.411 -3.893 1.611
C 5.162 -2.273 2.117
Si 3.304 -2.035 1.761
C 2.747 -3.455 0.663
C 2.364 -2.050 3.391
Ge 3.481 0.150 0.694
Si 3.885 1.929 2.302
C 4.193 3.689 1.670
C 2.547 1.910 3.632
C 5.535 1.386 3.095
Si 4.524 -0.011 -1.478
C 4.537 1.728 -2.245
C 3.490 -1.185 -2.533
C 6.332 -0.582 -1.400
H 5.336 -3.149 2.745
H 5.575 -1.404 2.636
H 5.727 -2.406 1.191
H 2.846 -4.402 1.200
H 3.335 -3.529 -0.253
H 1.701 -3.329 0.376
H 2.404 -3.044 3.842
H 1.315 -1.787 3.225
H 2.787 -1.337 4.103
H 3.251 4.142 1.363
H 4.873 3.702 0.816
H 4.632 4.298 2.462
H 1.566 2.036 3.172
H 2.686 2.713 4.360
H 2.543 0.962 4.172
H 6.265 1.088 2.338
H 5.385 0.537 3.766
H 5.977 2.195 3.680
H 3.533 2.160 -2.234
H 4.895 1.715 -3.277
H 5.190 2.387 -1.669
H 2.464 -0.818 -2.608
H 3.432 -2.180 -2.086
H 3.901 -1.294 -3.539
H 6.887 -0.030 -0.639
H 6.830 -0.429 -2.360
H 6.400 -1.645 -1.158
Cl -4.883 -1.532 7.688
C -4.021 -1.396 6.181
C -4.685 -0.921 5.061
C -3.982 -0.783 3.874
C -2.635 -1.114 3.801
C -1.999 -1.613 4.929
C -2.685 -1.756 6.126
C -1.857 -0.876 2.514
O -0.641 -1.188 2.514
O -2.480 -0.366 1.553
H -5.733 -0.662 5.115
H -4.471 -0.415 2.982
H -0.954 -1.886 4.856
H -2.196 -2.142 7.010
*
```

Computed properties:
Energy relative to the best compared isomer or geometry (same formula, charge and spin) in kJ/mol: 0.0
HOMO in Eh: -0.1708
DFT total energy in Ha: -8090.6600
LUMO level in eV: -2.1423

=====

Entry 2:
ORCA calculation (ωB97M-V/def2-TZVPD) on a cluster of 3 separate species, C22H48NO7 in total at a distorted geometry.

Geometry as ORCA input:
```
! RIJCOSX wB97M-V def2-TZVPD def2/J DEFGRID3
* xyz -1 1
C 5.387 0.875 -0.604
C 3.865 1.243 -1.113
C 3.850 1.448 -2.750
C 2.826 0.353 -3.489
O 3.606 -0.898 -3.599
C 3.040 -1.752 -4.684
C 4.093 -1.595 -5.930
N 5.470 -1.207 -5.397
C 3.023 -3.261 -4.045
C 1.580 -4.035 -4.120
C 0.268 -3.093 -3.826
C -0.007 -3.019 -2.212
C -1.112 -1.904 -1.742
C -1.971 -1.216 -2.957
O -1.262 0.006 -3.370
C -1.638 0.444 -4.723
C -2.750 1.647 -4.865
O -1.085 -0.106 -5.829
H 5.381 0.657 0.564
H 6.064 1.806 -0.816
H 5.854 -0.035 -1.195
H 3.441 2.216 -0.603
H 3.196 0.283 -0.889
H 4.936 1.142 -3.138
H 3.653 2.554 -3.079
H 1.926 0.170 -2.732
H 2.443 0.760 -4.542
H 4.216 -2.595 -6.527
H 3.703 -0.761 -6.689
H 5.527 -0.173 -5.229
H 6.126 -1.420 -6.189
H 3.786 -3.916 -4.689
H 3.421 -3.232 -2.943
H 1.600 -4.858 -3.256
H 1.434 -4.658 -5.126
H -0.663 -3.674 -4.294
H 0.285 -2.048 -4.371
H 0.991 -2.844 -1.588
H -0.415 -4.075 -1.836
H -0.548 -1.011 -1.187
H -1.820 -2.381 -0.915
H -2.270 -1.936 -3.829
H -2.998 -0.850 -2.471
H -3.569 1.389 -5.666
H -3.278 1.898 -3.850
H -2.196 2.630 -5.209
C -0.835 -0.680 5.047
O -0.815 0.528 4.293
C 0.111 0.472 3.203
C -0.608 0.203 1.877
O -1.190 -1.104 1.855
C -2.590 -1.076 2.115
H -1.721 -0.669 5.687
H -0.883 -1.564 4.406
H 0.055 -0.731 5.681
H 0.887 -0.280 3.389
H 0.599 1.450 3.147
H 0.128 0.238 1.067
H -1.365 0.971 1.676
H -3.121 -0.721 1.224
H -2.838 -0.439 2.970
H -2.917 -2.094 2.339
C -2.197 3.593 7.686
O -2.636 3.783 6.345
C -2.865 2.542 5.669
C -4.359 2.205 5.617
O -4.880 1.945 6.924
C -5.587 3.061 7.456
H -2.286 4.546 8.214
H -2.799 2.849 8.214
H -1.146 3.288 7.688
H -2.294 1.732 6.137
H -2.496 2.663 4.645
H -4.491 1.289 5.033
H -4.927 3.003 5.123
H -6.570 3.134 6.975
H -5.040 3.999 7.320
H -5.729 2.898 8.527
*
```

Computed properties:
HOMO in Eh: -0.0491
DFT total energy in Ha: -1448.0490
LUMO level in eV: 2.0498

=====

Entry 3:
ORCA calculation (ωB97M-V/def2-TZVPD) on an isolated molecule of C5H3BrClNO3S at a distorted geometry.

Geometry as ORCA input:
```
! RIJCOSX wB97M-V def2-TZVPD def2/J DEFGRID3
* xyz 0 1
O -0.035 1.266 -0.777
C 1.167 1.328 -0.895
C 2.009 0.446 -0.239
Br 3.859 1.188 -0.079
C 1.918 -0.641 0.568
N 0.858 -1.352 0.867
C -0.463 -1.190 0.435
C -1.589 -1.014 -0.027
S -3.069 -0.126 -0.261
O -4.143 -0.691 0.517
O -3.274 0.058 -1.665
Cl -2.709 1.732 0.626
H 1.718 2.083 -1.540
H 2.736 -1.005 0.991
H 1.017 -2.082 1.478
*
```

Computed properties:
Energy relative to the best compared isomer or geometry (same formula, charge and spin) in kJ/mol: 6.7
HOMO in Eh: -0.3459
DFT total energy in Ha: -3905.0292
LUMO level in eV: -1.1530
SMILES string: O=C/C(Br)=C\NC#CS(=O)(=O)Cl

=====

Entry 4:
ORCA calculation (ωB97M-V/def2-TZVPD) on a cluster of 2 separate species, C4H5ClO in total at a distorted geometry.

Geometry as ORCA input:
```
! RIJCOSX wB97M-V def2-TZVPD def2/J DEFGRID3
* xyz 0 1
O 3.169 -0.963 0.369
C 2.200 -0.385 0.217
C 1.230 0.493 -0.070
C 0.053 0.333 -0.882
C -0.132 -0.081 0.527
H -0.069 -0.382 -1.673
H -0.289 1.278 -1.087
H -0.628 0.666 1.122
H -0.207 -1.223 0.846
Cl 0.815 2.010 2.417
H 1.384 1.847 1.281
*
```

Computed properties:
Energy relative to the best compared isomer or geometry (same formula, charge and spin) in kJ/mol: 226.6
HOMO in Eh: -0.3450
DFT total energy in Ha: -690.7348
LUMO level in eV: 0.6604
SMILES string: O=C=C1CC1.Cl